Formula: C7H6Cl3ISi
Source: the Open Molecules 2025 dataset
Level of theory: ωB97M-V with the def2-TZVPD basis set

The value obtained for the energy relative to the best compared isomer or geometry (same formula, charge and spin) is 0.0 kJ/mol. The value obtained for the strongest force on any atom is 4.766 eV Å⁻¹. The electronic energy is -2238.23534 a.u. Its lowest unoccupied orbital energy is -0.007 Ha. The SMILES is Cl[Si](Cl)(Cl)[C@@H](I)c1ccccc1.

```
! RIJCOSX wB97M-V def2-TZVPD def2/J DEFGRID3
* xyz 0 1
C -2.4918 -0.4131 1.0143
C -2.4244 0.1252 -0.2242
C -1.3023 -0.7798 1.6594
C -1.2075 0.1484 -0.9578
C -0.0908 -0.7945 1.0031
C -0.0911 -0.2822 -0.3093
C 1.4900 -0.2398 -1.0607
Si 2.4743 1.2524 -0.3591
Cl 1.2275 2.8504 -0.2116
Cl 3.7665 1.6475 -1.8622
Cl 3.3627 0.8645 1.3713
I 2.5410 -2.2408 -0.8395
H -3.4391 -0.6459 1.5663
H -3.3046 0.3851 -0.7739
H -1.5049 -1.0554 2.7224
H -1.2553 0.6486 -1.9109
H 0.7116 -1.3535 1.3902
H 1.5380 -0.1172 -2.2177
*
```

Formula: C3H10NO2P
Source: the Open Molecules 2025 dataset
Level of theory: ωB97M-V with the def2-TZVPD basis set

The value obtained for the energy relative to the best compared isomer or geometry (same formula, charge and spin) is 396.4 kJ/mol. The value obtained for the strongest force on any atom is 6.376 eV Å⁻¹. The electronic energy is -666.84531 a.u. Its lowest unoccupied orbital energy is 0.011 Ha.

```
! RIJCOSX wB97M-V def2-TZVPD def2/J DEFGRID3
* xyz 0 1
C 1.7576 0.3173 -0.5041
C -1.3187 1.3323 0.2930
C 0.8004 -0.8291 -0.1707
N 0.3194 -0.7210 1.9279
O -1.0602 0.0498 -2.0207
O -1.9223 -1.3647 -0.2423
P -0.9870 -0.3157 -0.4073
H 1.1945 1.1999 -0.4944
H 2.2372 0.0415 -1.4491
H 2.5664 0.4891 0.1607
H -1.0595 2.0554 -0.4833
H -2.3333 1.3403 0.7261
H -0.5072 1.3188 1.0837
H 1.0399 -1.8811 -0.1791
H 1.2626 -0.9875 2.2340
H -0.2139 -1.4886 1.9524
H -1.7759 -0.5568 -2.4268
*
```

Formula: C5H8N2
Source: the Open Molecules 2025 dataset
Level of theory: ωB97M-V with the def2-TZVPD basis set

The value obtained for the energy relative to the best compared isomer or geometry (same formula, charge and spin) is 101.4 kJ/mol. The value obtained for the strongest force on any atom is 0.654 eV Å⁻¹. The electronic energy is -304.79688 a.u. Its lowest unoccupied orbital energy is 0.037 Ha. The SMILES is CCn1ccnc1.

```
! RIJCOSX wB97M-V def2-TZVPD def2/J DEFGRID3
* xyz 0 1
C -2.0914 0.2668 -0.0159
C -0.7935 -0.5163 -0.1276
N 0.3427 -0.0057 0.6869
C 1.4181 -0.8762 0.4501
C 2.3348 -0.2010 -0.2693
N 1.9662 1.1421 -0.3901
C 0.8098 1.2109 0.1851
H -2.7725 -0.0790 -0.8008
H -2.5834 0.1210 0.9514
H -1.9381 1.3400 -0.1625
H -0.3724 -0.5206 -1.1512
H -0.9559 -1.5658 0.1337
H 1.3344 -1.9141 0.7422
H 3.2306 -0.5763 -0.7385
H 0.2270 2.1206 0.2794
*
```

Formula: C12H18N2O5S
Source: the Open Molecules 2025 dataset
Level of theory: ωB97M-V with the def2-TZVPD basis set

The value obtained for the energy relative to the best compared isomer or geometry (same formula, charge and spin) is 0.0 kJ/mol. The value obtained for the strongest force on any atom is 1.173 eV Å⁻¹. The electronic energy is -1351.99310 a.u. Its lowest unoccupied orbital energy is 0.000 Ha. The SMILES is N[C@@H](Cc1ccc(O)cc1)C(=O)O.N[C@@H](CS)C(=O)O.

```
! RIJCOSX wB97M-V def2-TZVPD def2/J DEFGRID3
* xyz 0 1
C 2.3815 0.6762 1.1673
C 3.1933 0.6102 2.4790
C 1.6323 2.0184 1.1006
C 1.1842 2.3767 -0.2945
C 1.9624 3.2194 -1.0927
C 0.0082 1.8623 -0.8413
C 1.5895 3.5413 -2.3903
C -0.3818 2.1764 -2.1392
C 0.4108 3.0177 -2.9176
C -1.9599 -2.4570 0.2529
C -2.0356 -1.0105 -0.2697
C -3.1772 -3.2504 -0.2231
H 0.7443 -0.5726 1.5914
H 1.8910 -1.2934 0.5765
H 3.1295 0.6739 0.3651
H 2.3012 2.7888 1.4938
H 0.7695 1.9687 1.7806
H 2.8811 3.6381 -0.6848
H -0.6140 1.2012 -0.2460
H 2.1951 4.2007 -3.0064
H -1.3065 1.7667 -2.5465
H -0.7533 2.9387 -4.4271
H 2.5302 -1.1336 2.6471
H -2.6158 -2.3381 2.1901
H -1.3268 -3.3146 2.0035
H -1.0589 -2.8841 -0.2093
H -3.3130 -3.1146 -1.2972
H -4.0818 -2.8653 0.2600
H -2.1841 -5.3614 -0.7102
H -1.1878 -0.6235 1.3367
N 1.4873 -0.4342 0.9203
N -1.7313 -2.4357 1.6949
O 3.8640 1.5262 2.8796
O 0.0823 3.3643 -4.1944
O 3.1287 -0.5555 3.1456
O -2.5321 -0.7219 -1.3285
O -1.4709 -0.1167 0.5431
S -3.1071 -5.0151 0.2015
*
```

Formula: C5H13ClNO
Source: the Open Molecules 2025 dataset
Level of theory: ωB97M-V with the def2-TZVPD basis set

The value obtained for the energy relative to the best compared isomer or geometry (same formula, charge and spin) is 59.0 kJ/mol. The value obtained for the strongest force on any atom is 5.290 eV Å⁻¹. The electronic energy is -788.14817 a.u. Its lowest unoccupied orbital energy is -0.103 Ha.

```
! RIJCOSX wB97M-V def2-TZVPD def2/J DEFGRID3
* xyz 1 1
C 0.9807 -1.2659 -0.6023
C -0.3609 1.3716 -0.7832
C -1.9552 -0.2555 0.1508
C 0.4390 -0.5376 0.6132
C 2.0335 0.6359 1.3098
N -0.6237 0.4670 0.3404
O 2.7920 -0.2626 1.8391
Cl 1.1006 1.9047 2.2038
H 2.0034 -1.5518 -0.5513
H 0.9966 -0.5053 -1.3675
H 0.3485 -2.0404 -0.8416
H -0.4437 0.9763 -1.7453
H -1.2337 2.1668 -0.7980
H 0.5078 2.0533 -0.7025
H -2.0875 -0.8551 1.0207
H -2.7815 0.3753 0.2802
H -2.0152 -0.8799 -0.6914
H 0.3059 -1.1106 1.5308
H 2.5345 1.2413 0.5046
H -0.6008 0.9637 1.2755
H 2.3437 -0.7848 2.5486
*
```

Formula: C5H9NO
Source: the Open Molecules 2025 dataset
Level of theory: ωB97M-V with the def2-TZVPD basis set

The value obtained for the energy relative to the best compared isomer or geometry (same formula, charge and spin) is 163.7 kJ/mol. The value obtained for the strongest force on any atom is 0.709 eV Å⁻¹. The electronic energy is -325.87522 a.u. Its lowest unoccupied orbital energy is 0.033 Ha.

```
! RIJCOSX wB97M-V def2-TZVPD def2/J DEFGRID3
* xyz 0 1
C 1.0600 1.2176 -0.4843
C 0.1438 0.0591 -0.1127
C -1.1906 0.3714 -0.7841
C 0.6718 -1.3809 -0.2648
O 0.0372 -1.7586 0.9854
C -0.2425 -0.4452 1.2743
N -0.7921 0.0609 2.2825
H 0.7707 2.1433 0.0199
H 2.1264 1.0319 -0.3165
H 0.8536 1.3875 -1.5537
H -1.7018 1.0960 -0.1404
H -1.0025 0.8427 -1.7566
H -1.8236 -0.5134 -0.8817
H 1.7575 -1.4774 -0.1488
H 0.3234 -1.9841 -1.1065
H -0.9912 -0.6506 2.9880
*
```

Formula: C7H10Br2O2
Source: the Open Molecules 2025 dataset
Level of theory: ωB97M-V with the def2-TZVPD basis set

The value obtained for the energy relative to the best compared isomer or geometry (same formula, charge and spin) is 0.0 kJ/mol. The value obtained for the strongest force on any atom is 5.196 eV Å⁻¹. The electronic energy is -5571.23915 a.u. Its lowest unoccupied orbital energy is 0.015 Ha. The SMILES is C[C@H](Br)[C@H](Br)[C@@H]1COC(=O)C1.

```
! RIJCOSX wB97M-V def2-TZVPD def2/J DEFGRID3
* xyz 0 1
C 3.0018 0.1280 -0.2312
C 1.6788 0.0105 0.4813
Br 1.8702 -0.6727 2.2936
C 0.5723 -0.8020 -0.2497
Br 0.8019 -0.8228 -2.1766
C -0.7732 -0.2636 0.1610
C -2.0243 -1.0627 -0.1256
O -3.0783 -0.1043 0.2080
C -2.5581 1.1278 0.3976
O -3.0327 1.9546 1.0258
C -1.2357 1.0861 -0.3652
H 3.7024 0.5943 0.4472
H 2.9051 0.7852 -1.0756
H 3.4136 -0.8285 -0.5182
H 1.2854 1.0079 0.5797
H 0.6524 -1.8035 0.1419
H -0.7024 -0.1178 1.2387
H -2.1876 -1.2917 -1.1684
H -2.1747 -1.8578 0.5866
H -1.5439 1.0062 -1.4059
H -0.5729 1.9267 -0.2450
*
```

Formula: C25H16FeN9O5
Source: the Open Molecules 2025 dataset
Level of theory: ωB97M-V with the def2-TZVPD basis set

The value obtained for the energy relative to the best compared isomer or geometry (same formula, charge and spin) is 175.9 kJ/mol. The value obtained for the strongest force on any atom is 2.510 eV Å⁻¹. The electronic energy is -3095.16543 a.u. Its lowest unoccupied orbital energy is 0.067 Ha.

```
! RIJCOSX wB97M-V def2-TZVPD def2/J DEFGRID3
* xyz -1 1
Fe -0.1618 -0.3134 -0.0017
C -2.4313 3.1088 -0.7033
C -1.6584 4.0990 -0.0931
C -0.6622 3.7166 0.7628
C -0.4109 2.3495 1.0255
N -1.1199 1.3927 0.3540
C -2.1132 1.7959 -0.4465
N 0.4806 2.0942 2.0257
C 0.7123 0.8767 2.4269
N 0.3190 -0.2345 1.7711
C 0.4554 -1.3202 2.5646
N -0.0600 -2.4924 2.3274
C -0.9945 -2.6657 1.3498
C -1.5725 -3.9528 1.2567
C -2.6610 -4.1785 0.4596
C -3.1867 -3.1114 -0.2724
C -2.5426 -1.8992 -0.2004
N -1.4540 -1.6628 0.5425
C 1.1140 -0.9082 3.8073
C 1.4900 -1.5991 4.9446
C 2.0307 -0.8789 5.9997
C 2.1819 0.5046 5.9207
C 1.8028 1.2008 4.7818
C 1.2759 0.4845 3.7222
H -3.2416 3.3589 -1.3735
H -1.8591 5.1442 -0.2934
H -0.0427 4.4337 1.2822
H -2.6807 1.0058 -0.9164
H -1.1294 -4.7326 1.8595
H -3.1182 -5.1576 0.3901
H -4.0548 -3.2386 -0.9033
H -2.8983 -1.0671 -0.7877
H 1.3600 -2.6722 4.9939
H 2.3341 -1.3931 6.9032
H 2.5935 1.0372 6.7690
H 1.9089 2.2758 4.7176
O 4.6351 -0.9416 -3.4365
C 3.6676 -0.8113 -2.7211
C 2.8644 0.4112 -2.4809
O 2.9015 1.4374 -3.2034
C 1.9631 0.1075 -1.4157
C 1.9887 -1.3035 -1.1269
O 1.1140 -1.7439 -0.3248
C 3.0506 -1.9424 -1.8762
O 3.4398 -3.0920 -1.8909
O 1.1945 0.8370 -0.7121
N 0.0852 2.1778 -4.7282
C -0.7434 1.1849 -5.0089
N -1.3450 1.1624 -6.2322
N -1.0901 0.1988 -4.2155
C -0.7974 -0.0446 -2.9808
N -0.7943 -0.4226 -1.8794
H 0.2740 2.8338 -5.4693
H 0.8654 2.1564 -3.9955
H -1.2077 1.9049 -6.8893
H -2.0715 0.4888 -6.3792
*
```